CH6FN4O | ωB97M-V with the def2-TZVPD basis set

Structure (XYZ):
```
13
Properties=species:S:1:pos:R:3
N 2.029 0.383 -0.135
N 0.613 0.768 0.079
C -0.232 -0.239 0.017
O 0.201 -1.434 -0.129
N -1.560 0.006 0.075
N -2.588 -0.794 -0.015
F -1.878 1.530 -0.123
H 2.319 0.417 -1.132
H 2.481 0.775 0.676
H 0.406 1.851 -0.001
H 1.213 -1.533 -0.192
H -3.429 -0.710 0.538
H -2.547 -1.462 -0.786
```

Energy above the lowest of the compared OMol25 structures with the same formula, charge and spin ... 107.9 kJ/mol
Molecular weight ... 109.1 g/mol
Frontier orbital gap ... 10.021 eV
E_HOMO ... -0.533 Eh
Total charge ... +1
SMILES string ... NN/C(O)=[N+](/N)F
DFT total energy ... -435.4249 Ha

Charges obtained by natural (NBO) population analysis, quoted in units of e: -0.7058 -0.4334 0.7560 -0.6056 0.0968 -0.5425 -0.2805 0.4175 0.4186 0.4754 0.5640 0.4333 0.4062